A cluster of 7 separate species, C42H72BFIN2O27S6 in total in a non-equilibrium geometry, computed with wB97M-V/def2-TZVPD.

Computed properties:
Net charge: +1
Frontier orbital gap, eV: 8.755
LUMO, eV: -1.97
Energy relative to the best compared isomer or geometry (same formula, charge and spin), eV: 11.4936
E, eV: -179468.47079
HOMO level, eV: -10.729

XYZ file:
```
152
Properties=species:S:1:pos:R:3:mulliken_charge:R:1
C -0.45257 -4.16400 -0.47016 -0.593
C -0.84418 -2.89838 -0.37785 -1.005
C -1.41341 -1.39481 -0.61310 0.371
C -0.89759 -0.46511 0.59348 -1.065
N 0.50904 -0.04956 0.29475 1.627
C 1.24364 0.46934 1.53069 -0.104
C 2.83774 0.26909 1.44543 -0.497
C 3.32738 -1.25809 1.54942 1.862
C 3.30619 -1.86116 3.05032 -0.854
C 2.16179 -3.00697 3.11169 0.305
C 2.93356 -4.43116 3.19048 -0.668
O 1.98332 -5.52924 3.11475 -0.327
C 1.72670 -5.92946 1.77783 0.706
C 0.62623 -7.11490 1.60415 -0.888
O 2.24343 -5.43777 0.73927 -0.500
C 0.68897 0.80819 -0.92324 -0.225
C 0.33249 2.35396 -0.76293 -0.795
C -1.12048 2.77277 -0.28677 0.071
C -2.37704 3.01561 -1.19034 -0.252
C -3.78703 3.45800 -0.64427 -0.519
C -4.02315 3.73086 0.88118 -0.547
C -2.78072 3.52392 1.80856 -0.627
C -1.37113 3.06427 1.25447 -0.454
C 0.16318 0.08121 -2.30206 1.725
C 0.09345 1.13171 -3.51557 -0.860
C -0.16599 0.59842 -4.97922 0.216
C 1.13553 0.62151 -5.97321 -0.936
F -0.77446 -0.69630 -5.14279 -0.323
B 1.43984 -0.90021 -2.73518 -0.349
O 2.64054 -0.33825 -3.37223 -0.653
N 1.50470 -2.36671 -2.45395 0.956
C 2.90320 -2.70589 -1.96806 -0.842
C 1.27606 -3.21008 -3.67740 -0.871
C -1.15251 -0.83454 -2.09711 2.020
C -2.54254 -0.21925 -2.61205 -1.166
C -3.71225 -1.33858 -2.85899 -0.325
C -5.00707 -0.46673 -3.37586 -0.822
I -3.28450 -2.79230 -4.40104 0.010
H -0.51445 -5.30601 -0.60332 0.334
H -2.55242 -1.51318 -0.41599 0.550
H -0.82594 -1.17368 1.51270 0.614
H -1.60777 0.36695 0.91125 0.259
H 1.01295 -0.95963 0.13207 -0.456
H 0.89100 -0.20134 2.41161 0.461
H 0.96079 1.53246 1.81545 -0.008
H 3.27813 0.81428 2.37176 0.672
H 3.33044 0.75833 0.53546 -0.064
H 2.78543 -1.94685 0.78537 -0.311
H 4.43545 -1.26612 1.21252 -1.579
H 4.33721 -2.35157 3.25456 0.419
H 3.11157 -1.01252 3.79917 0.340
H 1.45744 -2.92486 2.20724 -0.292
H 1.52835 -2.80543 4.06306 0.273
H 3.38072 -4.47206 4.26093 0.316
H 3.82308 -4.51125 2.47748 0.339
H 0.69478 -7.72319 2.59013 0.355
H -0.44537 -6.68199 1.59016 0.062
H 0.85126 -7.78677 0.70828 0.300
H 1.84624 0.82721 -1.06430 -0.660
H 1.05861 2.77087 0.04809 0.737
H 0.59690 3.01586 -1.67716 0.567
H -2.31084 2.87835 -2.31885 0.391
H -4.68673 3.59137 -1.35390 0.338
H -5.05439 4.08515 1.24804 0.340
H -2.91980 3.71583 2.93917 0.376
H -0.55961 2.98452 2.05517 0.270
H 1.09412 1.72037 -3.52139 -0.173
H -0.70899 1.90650 -3.25848 -0.140
H -0.89560 1.34993 -5.48468 0.500
H 1.43962 -0.41961 -6.32998 0.287
H 0.87729 1.24617 -6.91758 0.314
H 1.95577 1.20519 -5.43098 0.042
H 2.97245 0.43891 -2.86526 0.210
H 2.86103 -3.61321 -1.24426 0.121
H 3.62568 -2.95399 -2.83206 0.467
H 3.38408 -1.82637 -1.39432 0.140
H 0.19183 -3.62253 -3.61582 0.125
H 1.46636 -2.66826 -4.66958 0.128
H 1.97754 -4.12831 -3.62221 0.500
H -0.98430 -1.77689 -2.75798 -0.680
H -2.50226 0.37138 -3.58600 0.368
H -2.96473 0.40305 -1.72381 0.190
H -4.05618 -1.84279 -1.89345 0.429
H -4.78646 0.65063 -3.18360 0.220
H -5.93028 -0.77401 -2.77403 0.286
H -5.13841 -0.65224 -4.51237 0.332
C -2.85856 -4.20891 3.09983 -0.036
C -3.92134 -5.15730 2.56638 -0.414
O -5.16322 -4.60867 3.01017 -0.324
S -5.03584 -2.99175 3.06813 1.066
O -5.58759 -2.45284 1.85987 -0.552
O -5.43869 -2.55025 4.37001 -0.497
O -3.41856 -2.90186 2.97069 -0.270
H -2.66395 -4.39192 4.16047 0.290
H -1.92463 -4.27552 2.53900 0.018
H -3.79459 -6.17475 2.93698 0.353
H -3.92840 -5.16753 1.47225 0.352
C 8.54771 -2.83475 0.09106 -0.349
C 9.25463 -1.51475 -0.17711 -0.435
O 8.23713 -0.64429 -0.67405 -0.290
S 6.82304 -1.03290 0.01928 1.089
O 6.60460 -0.14492 1.12480 -0.604
O 5.85268 -1.23936 -1.01469 -0.428
O 7.26552 -2.47745 0.61077 -0.264
H 8.39553 -3.39654 -0.83478 0.290
H 9.08947 -3.45504 0.80614 0.314
H 10.06297 -1.61537 -0.90152 0.326
H 9.64740 -1.08207 0.74774 0.302
C -7.12926 -0.17449 5.95424 -0.176
C -7.65377 -1.18828 6.95950 -0.378
O -7.03214 -0.83689 8.19709 -0.319
S -6.81180 0.77026 8.24132 1.107
O -7.89368 1.35173 8.97959 -0.550
O -5.43254 1.03142 8.54174 -0.563
O -7.06040 1.06211 6.66514 -0.273
H -6.12021 -0.43278 5.62273 0.225
H -7.78229 -0.07882 5.08585 0.300
H -7.40893 -2.21379 6.68249 0.299
H -8.73644 -1.09483 7.08630 0.321
C 3.05662 5.67340 -1.84735 -0.197
C 3.99422 5.38154 -0.68565 -0.453
O 4.14860 3.96061 -0.68332 -0.326
S 4.05710 3.41689 -2.20921 0.890
O 5.38765 3.24541 -2.70733 -0.659
O 3.06688 2.37654 -2.25960 -0.505
O 3.43359 4.75607 -2.87650 -0.352
H 2.01632 5.47191 -1.57544 0.179
H 3.14563 6.70100 -2.20155 0.351
H 3.59509 5.72752 0.26800 0.363
H 4.97897 5.82808 -0.85064 0.334
C 4.04193 2.81288 -9.67839 -0.281
C 2.97502 1.85762 -10.19228 -0.313
O 1.73632 2.41499 -9.75299 -0.301
S 1.86581 4.03383 -9.72054 1.094
O 1.31084 4.55265 -10.93509 -0.542
O 1.46811 4.49352 -8.42314 -0.506
O 3.48337 4.11858 -9.82650 -0.310
H 4.24225 2.64645 -8.61598 0.249
H 4.97359 2.73130 -10.23975 0.310
H 3.10090 0.84612 -9.80530 0.309
H 2.96400 1.82947 -11.28587 0.294
C -4.52280 4.12498 8.27808 -0.145
C -5.69796 4.60170 7.43738 -0.279
O -5.41355 5.97039 7.14589 -0.341
S -3.80505 6.16395 7.03195 1.072
O -3.44335 6.11796 5.64391 -0.506
O -3.41533 7.23278 7.90089 -0.546
O -3.37176 4.75632 7.71358 -0.338
H -4.61969 4.45787 9.31536 0.279
H -4.41273 3.03949 8.25459 0.226
H -6.64927 4.50831 7.96187 0.321
H -5.75046 4.05778 6.48921 0.285
```